[1]
A single CH3IN2O2 molecule. Source: OMol25; level of theory: wB97M-V/def2-TZVPD.

```
! wB97M-V def2-TZVPD RIJCOSX def2/J DEFGRID3
* xyz 0 1
H 0.884 0.557 0.129
N -1.735 -0.058 -1.627
I -3.320 -0.667 -0.597
H -0.193 1.618 -0.702
C -0.087 0.665 -0.201
O -0.528 -0.378 -1.086
N -3.333 -2.588 -2.217
O -2.572 -2.315 -3.043
H -0.792 0.725 0.739
*
```

Summary:
max |F|: 4.01 eV/A
electronic energy: -16254.4323 eV
gap between HOMO and LUMO (spin up / spin down): 8.662 / 7.046 eV

***

[2]
2 unconnected molecules or ions with the total composition C6H11NO. Source: OMol25; level of theory: wB97M-V/def2-TZVPD.

```
! wB97M-V def2-TZVPD RIJCOSX def2/J DEFGRID3
* xyz 0 1
H -1.158 -1.581 1.265
C 3.375 0.374 -0.555
H 0.067 -1.792 -0.899
C -1.119 1.382 -0.249
N -0.648 0.053 0.098
O 1.318 -1.250 1.671
H 4.361 0.644 -0.825
H -2.108 1.354 -0.723
C -0.254 -0.854 -1.340
H -0.398 1.860 -0.912
C -1.593 -0.630 0.964
H 0.931 0.784 1.386
H 0.391 -0.417 -2.094
C 2.327 0.039 -0.048
H -2.564 -0.792 0.479
C 1.302 -0.199 1.033
H -1.210 1.997 0.651
H -1.766 -0.045 1.873
H -1.253 -0.929 -1.775
*
```

Summary:
max |F|: 4.39 eV/A
electronic energy: -9933.4306 eV
SMILES string: C#CC=O.CN(C)C
gap between HOMO and LUMO: 9.608 eV

***

[3]
A molecular structure, CH3LiOPt. Source: OMol25; level of theory: wB97M-V/def2-TZVPD.

```
! wB97M-V def2-TZVPD RIJCOSX def2/J DEFGRID3
* xyz 1 4
H -2.402 0.197 -1.096
O -0.538 0.054 -0.326
Li 0.859 -0.133 0.950
H 2.344 0.414 0.149
C -1.668 -0.369 -0.494
H -2.047 -1.227 0.090
Pt 3.452 1.065 0.728
*
```

Summary:
max |F|: 6.64 eV/A
electronic energy: -6572.2380 eV
⟨S²⟩: 3.753
gap between HOMO and LUMO (spin up / spin down): 6.243 / 8.231 eV

***

[4]
A molecular structure, C19H25DyN3SSi. Source: OMol25; level of theory: wB97M-V/def2-TZVPD.

```
! wB97M-V def2-TZVPD RIJCOSX def2/J DEFGRID3
* xyz 1 6
C -2.264 -2.377 -1.697
H 0.761 -4.890 -0.446
C -3.673 -2.279 -1.624
H -5.469 -2.451 -0.363
C -4.396 -2.463 -0.422
H 4.291 -4.180 1.955
C -0.149 4.982 -0.886
C 3.065 -2.321 -0.604
C 0.408 0.763 -2.152
C 1.530 -4.220 -0.069
H 0.289 -1.042 -0.250
H -0.324 3.932 2.043
C -1.536 -2.558 -0.516
C 0.786 0.751 1.773
Si 0.230 -2.470 0.073
H 3.337 -1.527 -1.302
N -1.207 4.503 -0.130
H 2.812 1.065 0.878
C 1.569 2.894 1.349
C 2.454 -4.624 0.925
C 3.623 -3.897 1.136
C -3.661 -2.704 0.745
H -4.273 -2.101 -2.516
H 0.347 -2.673 1.482
H -1.877 5.231 0.180
H -1.789 -2.383 -2.691
H -1.184 1.413 2.632
Dy 0.186 2.269 -0.512
C -0.258 1.667 2.124
N 0.173 6.279 -0.655
H 0.836 -0.302 2.042
H 2.216 -5.524 1.499
H 1.017 6.651 -1.087
H -2.445 3.322 -1.371
S 0.809 4.173 -2.060
N -1.870 3.288 -0.513
C -2.273 -2.669 0.683
H 2.148 3.735 0.925
H -2.379 2.894 0.289
H 0.643 -0.240 -2.453
H 1.241 1.459 -2.470
H -0.505 1.144 -2.681
C 0.213 2.990 1.855
H -1.749 -2.814 1.631
C 3.984 -2.803 0.342
H -0.224 6.797 0.122
H -4.135 -2.951 1.675
C 1.807 -2.919 -0.611
C 1.902 1.508 1.270
H 4.964 -2.329 0.453
*
```

Summary:
max |F|: 4.28 eV/A
electronic energy: -67363.9329 eV
⟨S²⟩: 9.336
gap between HOMO and LUMO (spin up / spin down): 6.108 / 6.128 eV

***

[5]
A single C3H6N4 molecule. Source: OMol25; level of theory: wB97M-V/def2-TZVPD.

```
! wB97M-V def2-TZVPD RIJCOSX def2/J DEFGRID3
* xyz 0 1
N 0.686 1.337 -0.186
N 0.934 0.154 -0.213
C -1.091 0.049 -0.083
H 2.601 -1.027 -0.951
C 2.208 -0.475 0.049
N -2.442 -0.497 -0.183
C -0.662 1.356 -0.069
H -3.181 0.173 0.094
H 1.977 -1.337 0.824
H -2.486 -1.483 0.423
H 2.940 0.306 0.211
N -0.034 -0.731 -0.257
H -1.449 2.176 0.342
*
```

Summary:
max |F|: 7.48 eV/A
electronic energy: -9165.9838 eV
SMILES string: Cn1ncc(N)n1
gap between HOMO and LUMO: 9.764 eV

***

[6]
A single C17H24N2O5 molecule. Source: OMol25; level of theory: wB97M-V/def2-TZVPD.

```
! wB97M-V def2-TZVPD RIJCOSX def2/J DEFGRID3
* xyz 0 1
H 6.709 0.369 -1.226
H -4.469 -1.256 -0.868
C 3.036 1.567 -0.952
H -2.321 2.004 -1.214
H -5.175 -0.585 1.286
C -4.115 -0.417 1.092
C -1.374 1.124 1.080
H -3.637 2.908 -0.435
C 1.519 0.337 0.980
H 0.948 -0.148 1.753
C -2.398 -0.883 -0.720
O 3.234 -1.044 1.659
H 5.034 -1.818 0.961
C 2.846 -0.046 0.814
H -3.324 0.886 2.642
O 4.933 0.171 -0.343
H 4.614 -2.061 2.675
C -3.702 0.966 1.623
C 5.724 0.832 -1.296
H -1.209 -4.184 -1.168
H -4.046 0.819 -2.135
C -4.142 0.878 -1.051
H 5.336 0.697 -2.311
O -1.147 0.373 2.008
H -0.686 2.398 -0.364
H -3.543 -1.194 1.595
O -2.014 -1.916 0.016
C -3.148 1.928 -0.510
H 1.291 2.699 -1.418
H -4.547 1.660 1.609
C 3.625 0.576 -0.177
H 5.178 -0.468 2.113
H 0.487 -3.707 -1.349
O -1.709 -0.347 -1.554
H -0.014 -1.503 -0.287
H 3.609 2.065 -1.717
C -3.840 -0.481 -0.418
C 4.596 -1.353 1.846
H -5.169 1.156 -0.810
C -0.666 -2.369 -0.137
C -0.534 -3.341 -1.300
C 0.935 1.313 0.185
H -0.423 -2.848 0.813
H 5.813 1.902 -1.079
C 1.714 1.933 -0.784
N -2.658 1.544 0.799
N -0.400 1.701 0.307
H -0.773 -2.838 -2.234
*
```

Summary:
max |F|: 0.66 eV/A
electronic energy: -31236.4653 eV
SMILES string: CCOC(=O)C1CCN(C(=O)Nc2ccc(OC)c(OC)c2)CC1
gap between HOMO and LUMO: 8.339 eV

***

- What is the electronic energy in the fifth record?
  -9165.9838 eV

***

- What is the max |F| in the first record?
  4.01 eV/A